ORCA calculation (ωB97M-V with the def2-TZVPD basis set) on a structure of composition B6CuF24.

Structure (XYZ):
```
31
Properties=species:S:1:pos:R:3:forces:R:3
Cu -0.2615 0.0228 0.0002 0.7 0.0 0.1
B -1.0859 -0.6048 -3.4027 -0.5 0.5 -0.3
F 0.1013 -0.8316 -4.0921 0.0 -0.2 0.0
F -1.7470 0.5097 -4.0026 0.2 -0.3 0.4
F -1.9601 -1.6984 -3.4531 0.2 -0.1 -0.1
F -0.7869 -0.3339 -2.0133 0.2 0.2 0.3
B 1.2289 1.2031 3.0289 -0.2 0.1 0.5
F 0.0618 1.6120 3.7208 0.2 -0.1 -0.2
F 1.9249 0.2756 3.8461 0.0 0.0 -0.1
F 0.8890 0.5606 1.7967 -0.2 0.0 -0.3
F 2.0454 2.3199 2.8124 0.0 -0.1 -0.1
B 3.0497 -0.6700 -0.7761 0.5 -0.1 0.0
F 1.6094 -0.4947 -0.7816 -0.5 0.1 0.2
F 3.5700 -0.0634 -1.9367 -0.1 0.0 0.0
F 3.6222 -0.0983 0.3571 -0.1 -0.1 -0.2
F 3.3349 -2.0506 -0.8230 -0.1 0.2 0.0
B -2.9635 0.1198 0.9471 -0.4 0.3 0.2
F -2.4712 0.6137 -0.2950 0.2 -0.4 0.2
F -1.8178 0.0335 1.7704 0.0 -0.2 -0.2
F -3.9087 1.0355 1.4779 0.2 -0.2 0.0
F -3.5713 -1.1244 0.8002 -0.1 0.1 0.0
B -0.2675 -3.0704 0.7122 -0.1 0.0 0.2
F -1.1300 -2.5735 -0.2777 0.0 0.0 0.1
F -1.0023 -3.6893 1.7606 0.0 0.1 -0.1
F 0.5994 -4.0408 0.1748 0.0 0.1 0.0
F 0.4438 -1.9512 1.2222 -0.2 -0.2 -0.2
B 0.1062 3.0081 -0.5184 -0.1 -0.2 0.0
F -0.5918 2.7375 -1.7069 -0.1 0.2 0.1
F 0.2575 4.4086 -0.3722 0.1 0.1 0.0
F -0.6195 2.4823 0.5878 0.0 0.0 -0.4
F 1.3404 2.3523 -0.5638 0.0 0.2 0.0
```
Forces are in eV/Å.

Calculated values
Relative energy (zero: lowest compared OMol25 entry of this formula, charge and spin) in kcal per mole: 6.92
Net charge: -4
E in Eh: -4187.63846
Spin multiplicity: 2
Strongest force on any atom in eV Å⁻¹: 0.77

ORCA calculation (ωB97M-V with the def2-TZVPD basis set) on a cluster of 7 separate species, C18H31N5O4S2 in total at a distorted geometry.

Structure (XYZ):
```
60
Properties=species:S:1:pos:R:3:forces:R:3
C -0.2295 -4.4526 1.1889 -0.3 0.8 0.1
C 1.0646 -4.8961 0.7081 0.2 -0.2 -0.2
N 2.0834 -5.2814 0.3429 -0.2 0.1 0.0
H -1.0081 -4.5383 0.4316 0.1 -0.5 0.0
H -0.2105 -3.3775 1.3891 0.3 -0.1 0.1
H -0.4928 -4.9652 2.1112 -0.1 -0.2 -0.1
C 7.5753 1.3181 1.0000 0.2 -0.3 0.4
C 6.3564 0.7920 0.4094 0.0 0.1 0.0
N 5.3868 0.3714 -0.0323 -0.2 0.0 -0.2
H 7.3644 1.6673 2.0099 0.0 0.1 -0.1
H 8.0063 2.1200 0.4097 -0.1 0.0 -0.1
H 8.2942 0.5037 1.0948 0.1 0.1 -0.1
C 2.2207 -0.3622 -1.3070 1.1 0.7 -0.4
C 1.4377 -0.8267 -0.1871 -0.2 -0.2 0.1
N 0.7471 -1.1972 0.6521 0.1 0.1 0.1
H 2.4027 0.7114 -1.2331 -0.6 0.1 0.0
H 1.7171 -0.5797 -2.2428 -0.1 0.0 0.0
H 3.2542 -0.7137 -1.3344 -0.3 -0.7 0.3
C 1.6910 -2.0580 3.8738 -0.5 0.7 0.4
C 2.2698 -3.3757 3.8003 0.2 0.1 -0.3
N 2.7308 -4.4197 3.7210 0.1 -0.4 0.1
H 2.0164 -1.5448 4.7796 0.0 -0.1 0.1
H 0.6060 -2.1575 3.9203 0.0 0.1 -0.1
H 1.9406 -1.4125 3.0363 0.1 -0.3 -0.2
C 3.2578 1.9700 -3.8608 -0.1 0.5 0.6
C 3.9093 2.4052 -5.0866 -0.1 -0.3 -0.3
N 4.4332 2.7356 -6.0533 -0.1 0.0 0.1
H 2.9533 2.8652 -3.3130 0.0 -0.1 0.1
H 3.9548 1.4196 -3.2303 0.0 0.0 -0.1
H 2.3571 1.3767 -3.9961 0.1 -0.1 -0.4
C -3.1491 0.8495 -4.1751 0.2 0.5 -1.2
C -3.5712 2.0327 -3.2765 -1.0 -0.3 0.5
C -2.5933 2.2004 -2.1201 1.1 -0.5 0.3
S -1.3985 0.8328 -2.2533 -0.7 0.7 -0.2
O -1.8763 -0.3280 -1.5608 0.0 -0.4 0.1
O -0.0727 1.3362 -1.9842 0.3 0.0 0.0
C -1.6554 0.6478 -4.0067 0.0 -0.3 -0.1
H -3.3037 1.0913 -5.2311 -0.2 0.1 0.1
H -3.7408 -0.0483 -4.0181 0.2 -0.1 0.5
H -4.5448 1.7711 -2.8562 0.0 0.1 0.1
H -3.7671 2.9582 -3.8153 0.5 0.0 -0.2
H -3.0326 2.1434 -1.1258 -0.1 0.0 0.0
H -1.8819 3.0260 -2.1413 -0.5 0.4 -0.3
H -1.2882 -0.3055 -4.3817 0.1 -0.1 0.2
H -1.1033 1.4570 -4.4873 0.0 0.0 0.1
C -2.4031 0.7848 3.7125 0.0 0.2 -0.1
C -3.7294 0.2176 4.2088 -0.1 -1.1 -0.2
C -4.7622 0.4955 3.0955 0.2 0.8 0.6
S -3.8053 0.4991 1.5712 0.0 -0.3 -0.7
O -3.7950 1.8223 0.9943 0.0 0.3 0.2
O -4.2099 -0.5921 0.7241 -0.1 -0.1 0.2
C -2.2357 0.1458 2.3493 -0.5 -0.3 -0.4
H -1.5389 0.5887 4.3428 -0.1 0.0 0.2
H -2.5360 1.8659 3.6136 0.3 0.1 0.0
H -3.9916 0.5463 5.2113 -0.3 0.3 -0.2
H -3.6583 -0.8763 4.2539 0.2 0.1 0.3
H -5.1793 1.4925 3.2378 -0.1 0.0 -0.3
H -5.5601 -0.2313 2.9936 0.0 -0.1 0.1
H -1.4137 0.4227 1.6961 0.0 0.2 0.0
H -2.2927 -0.9434 2.4267 0.4 0.0 0.1
```
Forces are in eV/Å.

Calculated values
Relative energy (zero: lowest compared OMol25 entry of this formula, charge and spin) in kcal per mole: 0.00
SMILES string: O=S1(=O)CCCC1.O=S1(=O)CCCC1.CC#N.CC#N.CC#N.CC#N.CC#N
Net charge: 0
E in Eh: -2075.50104
Strongest force on any atom in eV Å⁻¹: 1.33

ORCA calculation (ωB97M-V with the def2-TZVPD basis set) on a cluster of 2 separate species, C4H9O2 in total at a distorted geometry.

Structure (XYZ):
```
15
Properties=species:S:1:pos:R:3:forces:R:3
C -1.5746 0.2661 -0.7281 0.4 -0.5 -0.2
C -2.4683 -0.0466 0.4658 -0.3 0.5 -0.2
H -0.9175 1.1210 -0.5588 -0.1 0.1 0.1
H -0.9137 -0.5863 -0.9183 0.0 0.1 0.0
H -2.1371 0.4488 -1.6488 -0.1 0.0 0.1
H -2.9750 -1.0125 0.3489 0.0 0.0 0.1
H -3.2630 0.7062 0.5934 0.0 -0.1 0.1
H -1.8819 -0.0666 1.3908 -0.1 -0.1 0.0
C 2.3980 0.2627 0.6786 -0.3 0.2 0.2
C 2.1682 -0.6140 -0.5573 0.0 -0.8 -0.8
O 1.7424 -1.7792 -0.3568 0.2 0.3 0.3
O 2.4559 -0.1154 -1.6783 0.1 0.3 0.3
H 1.6243 0.0766 1.4231 -0.1 0.0 0.0
H 2.3861 1.3187 0.4037 0.1 0.0 0.0
H 3.3562 0.0204 1.1421 0.1 0.0 -0.1
```
Forces are in eV/Å.

Calculated values
Relative energy (zero: lowest compared OMol25 entry of this formula, charge and spin) in kcal per mole: 4.28
Net charge: -2
E in Eh: -308.18647
Spin multiplicity: 2
Strongest force on any atom in eV Å⁻¹: 1.13